1.
Formula: C4H8N2O
Source: the OMol25 dataset
Level of theory: ωB97M-V with the def2-TZVPD basis set

Geometry (Å):
O: 2.163 0.645 -0.768
N: 0.405 -0.514 0.303
N: 1.440 1.412 1.277
C: -1.318 -2.254 -0.267
C: 1.292 0.688 0.087
C: -0.446 1.422 -0.708
C: -0.114 -1.567 0.209
H: 2.409 1.613 1.471
H: -1.715 -2.905 0.513
H: 0.030 2.390 -0.825
H: -2.083 -1.538 -0.582
H: -1.043 -2.887 -1.114
H: -1.290 1.456 -0.025
H: -0.645 0.931 -1.655
H: 0.913 1.109 2.082

Values from the calculation:
- E_LUMO (spin up / spin down): 0.03 / 0.03 eV
- HOMO (spin up / spin down): -7.37 / -7.37 eV
- Gap between HOMO and LUMO (spin up / spin down): 0.2718 / 0.2719 hartree
- Energy above the lowest of the compared OMol25 structures with the same formula, charge and spin: 116.9 kcal per mole

Atom charges from the Mulliken analysis, given in e for atoms 1 to 6: number 1, O, carries -0.64; number 2, N, carries -0.06; number 3, N, carries -0.48; number 4, C, carries -0.87; number 5, C, carries 0.66; number 6, C, carries -1.25

---

2.
Formula: C41H41FP2Ru
Source: the OMol25 dataset
Level of theory: ωB97M-V with the def2-TZVPD basis set

Geometry (Å):
Ru: -0.683 -1.022 0.595
P: -1.977 0.515 -0.394
P: 1.009 0.420 1.121
F: 0.000 -4.108 6.077
C: 3.949 -2.474 0.469
C: -2.969 -1.861 -1.578
C: -4.248 3.217 1.655
C: 1.857 -3.226 -0.487
C: -3.405 -2.646 -2.645
C: 0.218 0.727 -3.751
C: 0.395 -3.962 3.737
C: 2.597 -0.229 -3.827
C: -3.414 -2.124 -3.939
C: -5.495 2.651 -0.345
C: -2.838 0.058 -3.040
C: -3.261 2.290 1.307
C: 2.691 1.135 4.762
C: 2.769 0.840 -1.577
C: 3.202 -3.437 -0.213
C: 0.278 -3.236 2.545
C: 3.640 2.773 3.259
C: -2.663 -0.501 -1.765
C: 1.911 0.637 3.723
C: 1.994 1.189 2.435
C: 2.832 2.305 2.225
C: -0.737 -1.403 3.744
C: 2.526 -0.230 -2.343
C: -0.715 -2.145 4.938
C: -0.118 -3.405 4.899
C: -4.512 1.722 -0.706
C: -3.090 -0.774 -4.137
C: 3.575 2.197 4.531
C: 0.479 1.912 -3.195
C: -3.391 1.552 0.115
C: -2.681 -1.049 1.380
C: 0.487 1.800 0.068
C: 1.815 2.604 -3.212
C: 2.798 2.255 -2.067
C: 1.213 -0.115 -4.500
C: 3.350 -1.293 0.932
C: 1.296 -1.949 -0.250
C: -0.270 -1.964 2.557
C: 2.062 -0.984 0.505
C: -0.763 1.855 -0.498
C: -5.356 3.408 0.823
H: -0.815 0.413 -3.900
H: 2.852 2.800 1.255
H: 1.370 0.267 -5.526
H: -2.708 -0.500 2.318
H: -1.139 2.802 -0.891
H: 2.416 -1.229 -1.931
H: 3.259 0.569 -4.178
H: -0.346 2.542 -2.847
H: 1.232 -3.986 -0.944
H: 0.783 -1.123 -4.616
H: 5.006 -2.651 0.664
H: 3.220 0.724 -0.585
H: 0.575 -1.564 -1.030
H: -3.719 -3.681 -2.469
H: -6.112 4.152 1.081
H: -4.135 3.798 2.571
H: 2.326 2.430 -4.168
H: -1.138 -1.743 5.852
H: -2.366 2.170 1.924
H: -3.670 -2.759 -4.792
H: -4.604 1.158 -1.634
H: 0.604 -3.678 1.606
H: -2.845 -2.315 -0.592
H: 2.599 2.930 -1.223
H: 2.614 0.690 5.751
H: 3.681 -4.363 -0.539
H: 4.199 2.570 5.342
H: -1.132 -0.388 3.746
H: -3.019 -0.370 -5.149
H: 0.879 -4.943 3.735
H: 3.826 2.489 -2.398
H: -3.634 -0.904 0.863
H: 1.228 -0.189 3.895
H: -2.622 -2.122 1.596
H: 1.141 2.673 0.073
H: 3.890 -0.607 1.589
H: -6.360 2.783 -0.993
H: 1.637 3.689 -3.147
H: -2.706 1.131 -3.180
H: 3.038 -1.186 -4.139
H: 4.330 3.598 3.077

Values from the calculation:
- E_LUMO (spin up / spin down): -6.34 / -8.23 eV
- Total charge: +2
- HOMO (spin up / spin down): -13.36 / -13.67 eV
- Gap between HOMO and LUMO (spin up / spin down): 0.2583 / 0.2002 hartree
- Energy above the lowest of the compared OMol25 structures with the same formula, charge and spin: 35.8 kcal per mole
- Expectation value of S²: 6.019
- 2S+1: 5

Atom charges from the Mulliken analysis, given in e for atoms 1 to 6: number 1, Ru, carries -1.43; number 2, P, carries 2.44; number 3, P, carries 2.43; number 4, F, carries -0.31; number 5, C, carries -0.91; number 6, C, carries -0.87

---

3.
Formula: C2H2N2O3
Source: the OMol25 dataset
Level of theory: ωB97M-V with the def2-TZVPD basis set

Geometry (Å):
O: 2.437 -0.461 0.188
O: 0.848 1.061 -0.241
O: -2.200 -0.509 0.059
N: -0.599 1.216 -0.070
N: 0.068 -0.887 -0.178
C: -1.063 -0.175 -0.006
C: 1.242 -0.162 -0.107
H: -0.773 1.770 0.822
H: 0.041 -1.854 -0.466

Values from the calculation:
- SMILES: O=c1[nH]oc(=O)[nH]1
- E_LUMO: 0.42 eV
- HOMO: -10.94 eV
- Gap between HOMO and LUMO: 0.4174 hartree
- Energy above the lowest of the compared OMol25 structures with the same formula, charge and spin: 21.8 kcal per mole

Atom charges from the Mulliken analysis, given in e for atoms 1 to 6: number 1, O, carries -0.56; number 2, O, carries -0.23; number 3, O, carries -0.50; number 4, N, carries -0.13; number 5, N, carries -0.03; number 6, C, carries 0.36

---

4.
Formula: C5H9NOS
Source: the OMol25 dataset
Level of theory: ωB97M-V with the def2-TZVPD basis set

Geometry (Å):
S: 1.116 -0.002 2.041
O: 2.432 0.680 2.202
N: -0.068 -1.326 -0.909
C: 1.059 -0.575 -0.706
C: 0.902 0.857 -0.536
C: -1.217 0.124 0.609
C: 0.109 0.937 0.717
C: -1.344 -0.609 -0.706
H: 2.017 -1.165 -0.776
H: -0.145 -2.350 -0.817
H: -1.139 -0.737 1.339
H: -2.031 0.819 0.646
H: 0.270 1.327 -1.400
H: -1.581 0.107 -1.409
H: 0.039 2.005 1.004
H: -2.220 -1.444 -0.913
H: 1.803 1.351 -0.386

Values from the calculation:
- E_LUMO (spin up / spin down): 0.61 / -0.36 eV
- HOMO (spin up / spin down): -7.54 / -6.04 eV
- Gap between HOMO and LUMO (spin up / spin down): 0.2994 / 0.2085 hartree
- Energy above the lowest of the compared OMol25 structures with the same formula, charge and spin: 96.0 kcal per mole

Atom charges from the Mulliken analysis, given in e for atoms 1 to 6: number 1, S, carries 0.25; number 2, O, carries -0.54; number 3, N, carries -0.17; number 4, C, carries -0.29; number 5, C, carries -0.74; number 6, C, carries -0.60

---

Number 1: strongest force on any atom 0.0458 hartree/bohr. Number 2: strongest force on any atom 0.0850 hartree/bohr. Number 3: strongest force on any atom 0.1012 hartree/bohr. Number 4: strongest force on any atom 0.0773 hartree/bohr.